54
Properties=species:S:1:pos:R:3:forces:R:3 method="wB97M-V/def2-TZVPD" gap_ev="7.65 / 8.27" multiplicity=3 homo_energy_ha="-0.29549 / -0.31974" e_above_lowest_kcal_mol=12.0 total_energy_ha=-2770.76822 total_charge=0 s_squared=2.010
O 4.237 -1.059 2.758 -0.037 -0.083 0.075
C 2.764 2.040 -0.371 -0.015 0.033 0.024
H 3.756 -3.664 2.568 -0.013 -0.022 -0.005
C 1.213 0.821 2.816 -0.053 -0.129 -0.110
C 0.323 -0.419 2.893 0.186 0.144 0.308
C 1.212 -4.244 0.405 0.058 0.033 0.000
S -1.684 0.949 -1.600 -0.135 -0.043 -0.218
H 0.639 1.677 3.184 0.018 0.041 -0.020
O 2.884 2.848 1.871 0.035 0.026 0.022
H -3.687 -0.229 -2.010 0.006 0.024 0.004
C 0.149 -2.545 -1.164 -0.158 -0.077 -0.237
N 1.982 -1.992 0.290 -0.066 0.052 0.060
H -1.188 3.022 -3.570 0.013 0.019 -0.004
H 4.844 -0.309 2.848 0.043 0.064 -0.007
C -3.209 2.916 -2.773 0.055 0.027 -0.044
H -2.408 2.980 -0.741 -0.032 0.037 -0.022
H 0.510 -4.982 0.046 0.007 -0.004 -0.017
H -1.693 4.459 -2.673 0.011 0.012 -0.015
H -3.994 -0.657 1.767 -0.005 0.007 0.007
C -3.769 -0.128 0.842 0.015 0.004 -0.095
C 2.411 2.014 1.108 -0.097 -0.164 0.071
H -3.190 0.756 1.110 -0.002 0.010 -0.022
H 2.485 0.551 -1.785 -0.011 -0.002 -0.024
C 3.013 -3.496 1.802 0.032 -0.115 0.056
O -0.883 1.025 -0.302 0.030 -0.013 0.083
H 2.054 0.697 3.500 0.049 0.004 -0.043
H -3.544 2.144 -3.473 -0.017 0.009 -0.001
V 0.726 -0.228 0.104 -0.016 0.885 0.040
H 1.241 1.605 -1.704 0.021 0.003 -0.046
H -2.312 4.164 -4.300 0.020 0.003 -0.009
C -2.030 3.684 -3.364 -0.075 -0.053 0.051
H -3.505 -1.993 -0.212 0.005 0.000 -0.019
H 3.808 1.744 -0.452 -0.001 -0.009 -0.034
O 0.243 -1.288 -1.518 -0.091 -0.395 0.461
H 2.675 3.062 -0.737 -0.033 -0.008 -0.033
N 1.919 1.099 -1.147 0.093 -0.078 -0.017
C -2.758 -0.514 -1.507 0.090 0.030 -0.029
N 1.607 0.990 1.428 0.063 -0.137 0.085
C -2.986 -1.038 -0.097 -0.054 0.001 0.115
H 2.202 -5.484 1.846 0.004 0.004 0.004
H -4.716 0.189 0.396 -0.013 -0.005 0.039
O -0.654 -3.357 -1.572 0.049 0.130 -0.099
C 1.165 -2.962 -0.116 0.103 0.026 0.025
H -3.787 1.886 -0.942 -0.024 -0.001 0.082
C 3.875 -1.137 1.477 -0.015 0.049 -0.115
O 0.109 -0.986 3.940 -0.126 -0.037 -0.142
O -0.171 -0.772 1.724 -0.035 -0.216 -0.215
C -2.898 2.282 -1.422 0.096 -0.026 0.004
C 2.144 -4.504 1.391 0.072 0.027 0.071
O 4.296 -0.428 0.604 0.064 -0.006 0.019
H -2.028 -1.268 0.369 0.013 -0.036 -0.024
H -2.245 -1.262 -2.109 -0.017 -0.030 0.015
C 2.909 -2.254 1.211 -0.092 0.004 -0.069
H -4.056 3.591 -2.638 -0.018 -0.019 0.015


53
Properties=species:S:1:pos:R:3:forces:R:3 method="wB97M-V/def2-TZVPD" gap_ev=9.02 homo_energy_ha=-0.30977 smiles="Cn1c(=O)c2c(nc(CN3CCc4ccccc4C3)n2CCCO)n(C)c1=O" e_above_lowest_kcal_mol=18.6 total_energy_ha=-1276.69978 total_charge=0
H 5.067 -2.743 0.831 0.000 -0.099 0.054
C -1.921 -1.300 -0.399 0.054 1.335 0.418
H -2.394 3.722 -2.203 0.021 -0.161 0.011
H 6.421 -0.165 -2.296 0.048 0.002 -0.077
C -2.443 3.070 -1.325 0.443 -0.033 -0.186
C -2.267 -0.052 0.100 -0.013 -0.833 -0.252
H 3.764 -0.378 2.797 -0.032 -0.065 0.034
C 3.087 1.385 0.608 -0.029 0.043 0.036
H -1.750 2.270 1.226 0.146 -0.055 -0.033
H 1.373 1.079 -1.239 0.051 -0.044 -0.019
N -2.830 -2.301 -0.532 -0.084 -0.056 0.006
H -2.012 -3.455 -2.061 0.003 -0.049 0.015
C -0.957 2.054 0.507 0.158 0.907 0.035
O -4.983 -2.948 -0.248 -0.280 -0.147 0.021
C 4.128 0.426 0.108 0.042 -0.024 -0.042
N -0.607 -1.343 -0.697 -0.042 -0.566 -0.205
C 3.303 -0.943 1.980 -0.082 0.061 -0.052
C -5.840 -0.660 0.746 -0.332 0.070 0.087
C 4.924 0.647 -1.003 -0.026 0.031 0.121
H -0.818 4.027 -0.303 0.055 0.053 -0.031
C -1.052 3.028 -0.673 -0.482 -0.139 0.062
H -3.686 2.955 0.171 0.041 0.045 -0.187
H -0.319 2.759 -1.435 0.118 0.013 -0.035
C 5.790 -0.342 -1.438 0.093 -0.038 -0.105
N -1.100 0.680 0.094 0.045 -0.480 -0.066
H 2.959 2.231 -0.070 0.062 0.018 0.056
N -4.449 -0.830 0.356 -0.195 0.131 0.106
H 0.017 2.152 0.991 -0.214 -0.055 0.002
C 5.031 -1.791 0.320 -0.053 0.047 0.023
H -6.089 -1.362 1.542 -0.022 0.032 -0.051
C 1.286 0.248 -0.533 0.117 0.051 0.035
H -3.308 -4.223 -1.095 0.128 0.064 -0.007
O -3.427 3.616 -0.495 -0.246 0.128 0.451
H 4.871 1.593 -1.522 -0.018 0.099 -0.069
H 1.827 -0.615 -0.949 -0.099 0.103 -0.035
H -6.486 -0.859 -0.108 0.012 0.000 0.069
C -3.593 0.253 0.531 0.413 -0.043 -0.126
C -4.137 -2.087 -0.151 0.226 -0.157 -0.107
C 5.839 -1.559 -0.780 0.096 -0.042 -0.076
N 1.808 0.695 0.753 0.063 0.105 -0.172
H 6.508 -2.333 -1.128 0.056 -0.060 -0.036
H 1.229 -1.192 1.397 -0.001 0.022 0.078
C 4.179 -0.798 0.774 0.072 -0.017 -0.011
C -2.427 -3.585 -1.062 0.022 -0.296 -0.106
H -1.664 -4.025 -0.419 -0.007 -0.032 -0.040
H 3.358 1.774 1.596 0.023 0.087 -0.059
C -0.145 -0.140 -0.394 -0.193 0.165 0.040
H -2.724 2.063 -1.669 0.026 0.071 -0.046
H 1.482 -0.004 2.681 0.005 -0.190 -0.022
O -3.983 1.313 1.003 -0.087 0.150 0.100
H 3.240 -1.985 2.294 0.037 0.031 0.067
H -5.965 0.363 1.090 -0.002 -0.136 -0.041
C 1.882 -0.385 1.733 -0.136 -0.048 0.366


7
Properties=species:S:1:pos:R:3:forces:R:3 method="wB97M-V/def2-TZVPD" gap_ev="9.02 / 9.02" homo_energy_ha="-0.36792 / -0.36790" smiles="O=N[C@@H]1NO1" e_above_lowest_kcal_mol=144.1 total_energy_ha=-299.10718 total_charge=0
O -1.293 0.442 -0.071 -0.870 1.178 0.521
C -0.117 0.214 0.609 -0.459 -2.051 -2.219
H -0.112 -0.558 1.376 0.131 0.223 0.075
O 1.595 1.327 1.517 -1.004 -0.526 -0.716
H 0.073 0.356 -1.503 -0.015 0.415 0.357
N -0.358 -0.289 -0.830 1.148 -0.607 1.614
N 0.779 1.304 0.619 1.068 1.369 0.366


87
Properties=species:S:1:pos:R:3:forces:R:3 method="wB97M-V/def2-TZVPD" gap_ev="5.53 / 5.52" homo_energy_ha="-0.49082 / -0.49094" e_above_lowest_kcal_mol=16.6 total_energy_ha=-6246.61549 total_charge=+2
H 1.843 4.661 1.402 -0.131 -0.047 0.075
C -1.458 -0.195 -4.244 0.204 -0.032 -0.090
C -0.910 4.119 0.348 0.171 0.054 -0.217
C 2.115 -1.247 5.329 0.150 0.092 -0.230
N 2.246 -0.596 4.015 0.542 0.082 0.489
H 2.942 -1.932 5.514 -0.015 0.000 -0.033
H 1.177 -1.785 5.396 -0.071 -0.015 -0.043
C -0.968 -3.405 -1.377 0.137 -0.538 0.077
C 0.359 0.050 -5.818 -0.071 0.035 0.019
H 2.067 0.576 -1.788 -0.362 -0.932 0.045
H 1.005 -3.697 4.022 0.018 0.029 -0.023
H -0.666 4.773 1.182 0.037 0.059 0.037
C 1.428 -3.197 3.149 -0.172 0.151 0.094
C -0.606 -0.862 -3.355 0.183 0.185 -0.416
H 1.424 -1.539 -3.022 0.010 -0.037 0.017
H -2.712 -3.578 -0.104 0.066 -0.053 -0.060
H -1.781 4.521 -0.167 0.000 -0.005 -0.063
H -0.513 -2.523 1.293 0.037 -0.020 -0.047
C -1.695 -5.459 -0.326 0.048 0.027 -0.045
N 0.192 4.035 -0.624 -0.344 0.469 0.142
H 3.583 0.535 2.844 -0.027 -0.023 -0.014
H -2.502 -0.032 -3.987 0.168 -0.008 -0.044
H -2.403 -5.998 0.298 0.102 0.062 -0.071
C 0.263 -5.454 -1.742 -0.081 0.027 0.059
C -0.573 -2.025 2.262 0.182 -0.029 0.126
H 0.593 6.086 -0.760 -0.019 -0.018 0.038
C 0.742 -1.040 -3.701 -0.241 0.175 -0.261
Ge -1.272 -1.547 -1.684 0.341 -0.035 -0.211
H -1.155 3.132 0.728 0.045 -0.050 -0.002
H 0.539 1.227 4.704 0.059 0.134 -0.106
H -3.839 -1.788 -3.119 -0.027 0.010 0.080
H -6.186 -1.362 -2.510 0.062 0.017 0.066
C -5.397 -1.128 -1.803 0.054 -0.005 0.031
C 0.961 3.307 4.382 0.026 0.006 -0.040
C -0.629 -6.134 -0.916 -0.015 0.088 0.041
C -0.974 0.255 -5.473 -0.006 -0.037 0.062
H 2.491 -3.036 3.302 0.015 0.041 0.028
C 1.349 -0.749 3.047 -0.002 0.227 -0.095
C 0.096 -4.094 -1.974 -0.174 -0.066 0.161
C 1.268 2.617 1.715 0.208 0.136 -1.098
C 2.469 1.576 -2.004 -0.083 0.889 0.323
C 1.382 4.268 3.465 -0.030 -0.039 -0.028
H 1.291 -3.844 2.284 -0.026 -0.040 -0.077
C -3.048 -1.055 -1.240 -0.526 0.251 0.304
H 4.232 -0.082 4.366 -0.033 -0.036 -0.022
H 0.772 3.578 5.416 0.054 -0.040 -0.141
C 3.355 0.358 3.893 0.033 -0.261 0.092
N 1.084 0.267 2.188 -0.181 0.474 0.031
H 1.288 5.126 -2.069 0.038 -0.054 0.001
C -4.704 -0.311 0.359 0.046 -0.024 -0.063
H 1.158 3.392 -3.881 0.035 0.009 0.044
H -0.454 5.475 -2.047 0.010 -0.053 0.003
H -0.322 3.234 -2.915 0.036 -0.007 0.041
H 3.133 1.306 4.377 0.002 0.009 0.070
H -1.221 -2.616 2.910 0.039 -0.019 0.030
N 0.755 -1.923 2.871 -0.493 -0.485 -0.086
Se 2.882 -1.685 0.112 -0.343 0.646 0.106
C -5.713 -0.611 -0.551 0.069 0.000 -0.038
H 1.080 -5.988 -2.216 -0.061 0.038 0.049
H 2.260 -0.748 -5.198 -0.114 0.006 0.016
H -4.955 0.089 1.335 0.012 -0.020 -0.070
H -1.645 0.756 -6.166 0.117 -0.087 0.105
H -1.003 -1.034 2.143 0.049 -0.021 0.039
H 1.581 5.285 3.786 -0.051 -0.138 -0.067
H 0.727 0.385 -6.783 -0.051 -0.044 0.140
C 0.821 1.988 3.979 -0.126 -0.062 0.207
H 2.128 -0.474 6.099 0.016 0.032 -0.013
C 1.221 -0.588 -4.928 -0.050 -0.017 0.063
C 0.632 2.774 -3.155 0.121 -0.085 0.146
H -0.494 -7.196 -0.736 -0.044 0.131 -0.049
H -2.593 -0.283 0.729 -0.035 -0.022 -0.051
H 0.437 1.792 -3.596 0.048 0.089 0.089
Tc 1.452 0.105 0.191 -1.351 -1.490 -1.418
C -1.868 -4.097 -0.553 0.228 -0.144 -0.103
N 1.436 2.598 -1.922 0.153 -0.336 -0.734
C 0.418 5.246 -1.434 -0.139 -0.213 0.153
C -4.069 -1.359 -2.148 -0.072 0.061 0.215
H -6.749 -0.444 -0.281 0.057 -0.008 -0.026
H 2.822 1.486 -3.029 -0.066 -0.078 -0.032
C 0.041 -0.584 -0.502 1.850 1.248 1.051
H 0.785 -3.582 -2.640 -0.079 -0.066 0.068
N 1.265 2.156 0.337 0.112 0.599 0.350
C -3.374 -0.530 0.015 -0.183 0.025 -0.182
C 0.961 2.953 -0.720 0.007 -0.256 0.822
C 1.064 1.628 2.657 -0.252 -0.772 0.145
C 1.523 3.920 2.129 0.067 0.178 -0.083
H 3.315 1.800 -1.364 0.079 0.070 0.100